No. 1
The following is a DFT calculation (the ωB97M-V functional and the def2-TZVPD basis) of 7 unconnected molecules or ions with the total composition C33H34ClF6O24P at a distorted geometry.

## Properties
SMILES string: CCOCCc1c(CP(=O)(O)O)cc(Cl)c2c1C(=O)C=CC2=O.O=C1OC[C@@H](F)O1.O=C1OC[C@@H](F)O1.O=C1OC[C@@H](F)O1.O=C1OC[C@@H](F)O1.O=C1OC[C@@H](F)O1.O=C1OC[C@@H](F)O1
Maximum force: 0.0314 hartree/bohr
Total charge: 0
HOMO level: -0.359 Eh
Orbital gap: 0.297 Ha

Each line ends with the Löwdin charge.
Positions of all 99 atoms, in Å:
C 3.940 -1.086 -0.745  -0.04
C 3.247 -1.107 -2.100  -0.24
O 2.897 0.219 -2.487  -0.15
C 1.504 0.426 -2.558  -0.19
C 0.889 0.417 -1.154  -0.10
C -0.607 0.496 -1.125  -0.07
C -1.401 -0.588 -1.535  -0.18
C -0.789 -1.894 -1.980  -0.13
P -1.167 -3.207 -0.784  0.45
O -2.157 -2.837 0.243  -0.26
O 0.219 -3.573 -0.079  -0.13
O -1.672 -4.508 -1.560  -0.12
C -2.791 -0.522 -1.500  -0.05
C -3.443 0.607 -1.028  -0.55
Cl -5.167 0.561 -0.979  0.76
C -2.683 1.683 -0.572  -0.09
C -1.283 1.620 -0.626  -0.02
C -0.570 2.826 -0.108  -0.33
O 0.430 3.278 -0.593  0.13
C -1.229 3.482 1.043  0.04
C -2.553 3.533 1.099  0.04
C -3.316 2.902 0.005  -0.34
O -4.362 3.345 -0.394  0.05
H 4.788 -1.758 -0.691  0.08
H 4.290 -0.069 -0.601  0.08
H 3.210 -1.271 0.038  0.04
H 3.913 -1.555 -2.833  0.12
H 2.355 -1.730 -2.050  0.10
H 1.056 -0.288 -3.248  0.12
H 1.355 1.415 -2.984  0.13
H 1.344 1.263 -0.664  0.11
H 1.210 -0.459 -0.593  0.10
H 0.287 -1.855 -2.016  0.06
H -1.180 -2.168 -2.956  0.12
H 0.213 -3.075 0.754  0.05
H -2.450 -4.797 -1.062  0.09
H -3.392 -1.357 -1.817  0.12
H -0.640 3.939 1.822  0.13
H -3.101 4.003 1.900  0.12
O 1.217 -10.173 0.636  0.19
C 0.630 -9.357 0.015  -0.55
O 0.754 -8.016 0.178  0.07
C -0.002 -7.368 -0.850  -0.06
C -1.003 -8.440 -1.219  -0.32
F -1.344 -8.392 -2.531  0.07
O -0.283 -9.630 -0.966  0.13
H 0.654 -7.120 -1.685  0.15
H -0.474 -6.460 -0.489  0.11
H -1.914 -8.437 -0.617  0.17
O -9.747 1.862 2.848  0.19
C -8.824 2.501 2.479  -0.54
O -8.456 2.664 1.185  0.08
C -7.387 3.616 1.142  -0.06
C -6.824 3.513 2.538  -0.32
F -6.324 4.697 2.979  0.07
O -7.962 3.171 3.303  0.13
H -7.793 4.608 0.938  0.14
H -6.666 3.359 0.370  0.11
H -6.061 2.742 2.662  0.17
O 1.560 -1.821 1.512  0.14
C 2.054 -2.501 2.355  -0.54
O 2.904 -2.053 3.296  0.09
C 3.174 -3.134 4.207  -0.03
C 2.852 -4.340 3.357  -0.29
F 2.343 -5.361 4.081  0.09
O 1.844 -3.835 2.484  0.13
H 2.502 -3.057 5.063  0.15
H 4.201 -3.107 4.555  0.11
H 3.686 -4.709 2.759  0.18
O -5.431 7.033 -5.297  0.19
C -5.606 6.490 -4.262  -0.55
O -4.664 6.323 -3.301  0.07
C -5.298 5.752 -2.150  -0.05
C -6.512 5.095 -2.756  -0.31
F -7.576 5.108 -1.911  0.07
O -6.788 5.927 -3.867  0.13
H -5.575 6.549 -1.457  0.15
H -4.643 5.051 -1.647  0.10
H -6.349 4.072 -3.101  0.18
O 6.893 0.512 -1.695  0.18
C 6.445 1.485 -2.200  -0.55
O 6.643 2.754 -1.765  0.07
C 6.059 3.645 -2.723  -0.05
C 5.039 2.752 -3.392  -0.32
F 4.862 3.071 -4.699  0.08
O 5.648 1.478 -3.306  0.13
H 6.822 3.979 -3.428  0.14
H 5.619 4.507 -2.230  0.14
H 4.069 2.723 -2.892  0.17
O 5.428 -2.030 5.815  0.16
C 5.702 -0.957 5.386  -0.54
O 5.909 0.147 6.132  0.08
C 6.349 1.196 5.259  -0.04
C 5.813 0.735 3.921  -0.31
F 6.615 1.097 2.897  0.09
O 5.836 -0.677 4.064  0.13
H 7.439 1.236 5.258  0.15
H 5.951 2.155 5.577  0.14
H 4.792 1.055 3.704  0.18

No. 2
The following is a DFT calculation (the ωB97M-V functional and the def2-TZVPD basis) of a molecular structure, C7H14OPReS at a distorted geometry.

## Properties
<S²>: 4.20
Maximum force: 0.0701 hartree/bohr
Total charge: +1
Relative energy (zero: lowest compared OMol25 entry of this formula, charge and spin): 96.26 kJ/mol
2S+1: 4
HOMO level (alpha / beta): -0.424 / -0.405 Eh
Orbital gap (alpha / beta): 0.273 / 0.245 Ha

Each line ends with the Löwdin charge.
Positions of all 25 atoms, in Å:
C 0.546 1.191 -2.492  -0.32
C 0.321 0.497 -3.663  -0.20
C -0.002 -0.880 -3.707  -0.09
C -0.104 -1.734 -2.583  -0.19
C 0.070 -1.307 -1.282  -0.28
Re 0.251 0.581 -0.590  1.15
P 0.389 2.874 0.159  0.68
H 0.888 2.229 -2.642  0.01
H 0.450 1.011 -4.624  0.10
H -0.122 -1.337 -4.697  0.11
H 0.060 -2.119 -0.536  0.00
H -0.276 -2.799 -2.779  0.10
H -0.695 3.414 0.895  -0.09
H 0.526 3.863 -0.845  -0.08
H 1.461 3.236 1.012  -0.08
C 0.804 -1.543 2.945  -0.22
S -0.575 -1.248 1.787  0.98
C -1.641 -0.417 3.015  -0.22
O 0.000 0.090 1.283  -0.83
H 0.440 -2.138 3.809  0.08
H 1.242 -0.592 3.318  0.08
H 1.590 -2.128 2.425  0.07
H -1.069 0.313 3.626  0.08
H -2.456 0.120 2.486  0.08
H -2.097 -1.177 3.681  0.07

No. 3
The following is a DFT calculation (the ωB97M-V functional and the def2-TZVPD basis) of a gas-phase ion, C5H10NO2 (charge +1) at a distorted geometry.

## Properties
SMILES string: C=[NH+]CCCC(=O)O
Maximum force: 0.0245 hartree/bohr
Total charge: +1
Relative energy (zero: lowest compared OMol25 entry of this formula, charge and spin): 35.30 kJ/mol
HOMO level: -0.545 Eh
Orbital gap: 0.368 Ha

Each line ends with the Löwdin charge.
Positions of all 18 atoms, in Å:
C 0.759 0.876 2.611  0.19
N 0.272 0.097 1.743  0.06
C 1.089 -0.715 0.827  -0.14
C 1.418 0.023 -0.444  -0.14
C 0.234 0.760 -1.115  -0.07
C -1.012 -0.088 -1.131  -0.51
O -1.550 -0.452 -0.108  0.08
O -1.419 -0.422 -2.342  0.17
H 0.023 1.390 3.203  0.12
H 1.822 0.997 2.799  0.14
H -0.729 0.052 1.543  0.15
H 1.958 -1.069 1.383  0.14
H 0.538 -1.636 0.628  0.14
H 1.892 -0.660 -1.140  0.13
H 2.176 0.796 -0.328  0.12
H 0.078 1.706 -0.584  0.13
H 0.474 1.114 -2.105  0.13
H -2.181 -1.033 -2.299  0.16

No. 4
The following is a DFT calculation (the ωB97M-V functional and the def2-TZVPD basis) of a molecular structure, C62H46CaN8O2 at a distorted geometry.

## Properties
Maximum force: 0.0232 hartree/bohr
Total charge: 0
HOMO level (alpha / beta): -0.240 / -0.242 Eh
Orbital gap (alpha / beta): 0.188 / 0.189 Ha

Each line ends with the Löwdin charge.
Positions of all 119 atoms, in Å:
Ca -0.410 -0.418 0.097  1.38
C 6.435 3.166 -1.927  -0.09
C 5.262 3.900 -2.037  -0.08
C 4.050 3.336 -1.671  -0.04
C 3.982 2.027 -1.192  -0.22
C 5.169 1.307 -1.067  -0.04
C 6.382 1.870 -1.437  -0.08
C 2.654 1.449 -0.812  -0.09
C 2.386 1.296 0.560  -0.22
C 3.340 1.722 1.591  0.02
C 2.678 1.713 2.757  0.02
C 1.311 1.275 2.454  -0.24
N 1.209 0.959 1.127  0.02
C 0.269 1.414 3.360  -0.07
C -1.122 1.240 3.066  -0.20
C -2.183 1.795 3.915  0.01
C -3.309 1.776 3.180  0.00
C -2.967 1.122 1.923  -0.23
C -3.830 0.959 0.869  0.01
C -4.946 1.881 0.644  -0.16
C -6.188 1.489 0.132  -0.03
C -7.143 2.428 -0.215  -0.08
C -6.891 3.782 -0.053  -0.09
C -5.682 4.189 0.491  -0.08
C -4.719 3.254 0.832  -0.02
C -3.414 -0.020 -0.203  -0.45
N -2.287 0.554 -0.927  0.07
C -2.429 0.250 -2.178  -0.21
C -1.465 0.599 -3.201  -0.06
C -1.961 0.693 -4.602  -0.22
C -1.811 -0.363 -5.497  -0.03
C -2.284 -0.253 -6.797  -0.08
C -2.912 0.910 -7.217  -0.09
C -3.077 1.962 -6.328  -0.08
C -2.608 1.851 -5.027  -0.02
C -0.160 0.914 -2.921  -0.25
C 0.808 1.391 -3.914  0.01
C 1.958 1.603 -3.254  0.01
C 1.707 1.269 -1.840  -0.22
N 0.448 0.828 -1.693  0.02
C -3.715 -0.421 -2.446  0.04
C -4.364 -0.499 -1.286  0.03
N -1.630 0.752 1.938  0.09
C 0.591 2.150 4.629  -0.22
C 1.147 1.563 5.759  -0.03
C 1.462 2.329 6.875  -0.08
C 1.227 3.694 6.878  -0.09
C 0.663 4.291 5.759  -0.08
C 0.350 3.526 4.649  -0.04
H 7.382 3.603 -2.213  0.10
H 5.296 4.917 -2.407  0.10
H 3.138 3.914 -1.754  0.12
H 5.141 0.300 -0.670  0.09
H 7.292 1.291 -1.344  0.10
H 4.356 2.030 1.406  0.11
H 3.034 2.014 3.728  0.11
H -2.057 2.159 4.921  0.11
H -4.300 2.109 3.443  0.12
H -6.425 0.438 0.048  0.11
H -8.091 2.095 -0.620  0.10
H -7.629 4.516 -0.351  0.10
H -5.477 5.243 0.633  0.10
H -3.761 3.578 1.213  0.12
H -1.329 -1.277 -5.166  0.11
H -2.164 -1.082 -7.483  0.10
H -3.281 0.993 -8.232  0.10
H -3.574 2.871 -6.644  0.10
H -2.741 2.666 -4.325  0.12
H 0.594 1.558 -4.958  0.12
H 2.891 1.960 -3.658  0.11
H -4.011 -0.804 -3.411  0.12
H -5.268 -1.049 -1.079  0.12
H 1.333 0.498 5.771  0.07
H 1.896 1.856 7.747  0.10
H 1.484 4.291 7.744  0.10
H 0.472 5.357 5.746  0.10
H -0.083 3.992 3.771  0.13
C -0.317 -4.122 -0.429  -0.15
N 0.272 -3.458 0.739  -0.14
C 1.576 -4.027 1.099  -0.13
C 2.711 -3.630 0.186  -0.27
C 3.529 -4.591 -0.398  -0.03
C 4.560 -4.188 -1.230  -0.07
C 4.743 -2.834 -1.452  -0.06
C 3.898 -1.949 -0.800  -0.13
N 2.918 -2.325 0.011  0.15
C -0.687 -3.612 1.831  -0.15
C -0.318 -2.979 3.144  -0.25
C -0.981 -3.395 4.301  -0.02
C -0.571 -2.905 5.524  -0.06
C 0.482 -1.999 5.566  -0.07
C 1.025 -1.585 4.363  -0.15
N 0.635 -2.053 3.179  0.13
C 0.289 -3.809 -1.770  -0.25
C 0.538 -4.840 -2.675  -0.02
C 0.954 -4.531 -3.958  -0.07
C 1.146 -3.200 -4.294  -0.07
C 0.914 -2.244 -3.317  -0.13
N 0.476 -2.528 -2.095  0.14
H -1.343 -3.751 -0.497  0.10
H -0.346 -5.215 -0.283  0.13
H 1.516 -5.127 1.150  0.12
H 1.838 -3.655 2.087  0.11
H 3.352 -5.643 -0.211  0.11
H 5.205 -4.918 -1.704  0.10
H 5.521 -2.472 -2.112  0.10
H 3.996 -0.882 -0.949  0.06
H -0.889 -4.680 2.026  0.13
H -1.616 -3.155 1.477  0.11
H -1.793 -4.108 4.232  0.12
H -1.050 -3.234 6.437  0.11
H 0.869 -1.639 6.510  0.10
H 1.821 -0.847 4.337  0.10
H 0.397 -5.871 -2.378  0.11
H 1.134 -5.314 -4.684  0.10
H 1.473 -2.912 -5.284  0.10
H 1.088 -1.194 -3.529  0.09
O -3.021 -1.203 0.504  -0.17
O -2.042 -1.918 -0.253  -0.41